{
  "formula": "C50H115N9",
  "method": "ωB97M-V/def2-TZVPD",
  "symbols": ["N", "C", "C", "C", "C", "H", "H", "H", "H", "H", "N", "C", "C", "C", "C", "H", "H", "H", "H", "H", "C", "C", "N", "C", "C", "C", "C", "H", "H", "H", "H", "H", "H", "H", "H", "H", "H", "H", "H", "H", "H", "H", "C", "C", "N", "C", "C", "C", "C", "H", "H", "H", "H", "H", "H", "H", "H", "H", "H", "H", "H", "H", "H", "H", "C", "C", "N", "C", "C", "C", "C", "H", "H", "H", "H", "H", "H", "H", "H", "H", "H", "H", "H", "H", "H", "H", "C", "C", "N", "C", "C", "C", "C", "H", "H", "H", "H", "H", "H", "H", "H", "H", "H", "H", "H", "H", "H", "H", "C", "C", "N", "C", "C", "C", "C", "H", "H", "H", "H", "H", "H", "H", "H", "H", "H", "H", "H", "H", "H", "H", "C", "C", "N", "C", "C", "C", "C", "H", "H", "H", "H", "H", "H", "H", "H", "H", "H", "H", "H", "H", "H", "H", "C", "C", "N", "C", "C", "C", "C", "H", "H", "H", "H", "H", "H", "H", "H", "H", "H", "H", "H", "H", "H", "H"],
  "xyz": [[-0.94761, -0.82968, 0.73207], [-0.62350, -1.54692, -0.34563], [0.74563, -1.24159, -0.51300], [1.16151, -0.32612, 0.48153], [0.08118, -0.04436, 1.27582], [-1.92945, -0.76156, 0.95887], [-1.40072, -2.00815, -0.93688], [1.33405, -1.72072, -1.28151], [2.14692, 0.11480, 0.51227], [0.01831, 0.52826, 2.18936], [4.33244, -5.91724, -2.42009], [5.02298, -4.88070, -1.89357], [4.20176, -3.83608, -1.49656], [2.93185, -4.40065, -1.69097], [3.00137, -5.66853, -2.26150], [4.69896, -6.75149, -2.85573], [6.10161, -4.92994, -1.91681], [4.50035, -2.91422, -1.01969], [2.06050, -3.82140, -1.42335], [2.31582, -6.44534, -2.56643], [4.60038, -3.94875, 5.08142], [3.84757, -5.06197, 4.32424], [3.16414, -4.67672, 3.11411], [4.09121, -4.06208, 2.15222], [5.25696, -4.93525, 1.57597], [2.01835, -3.84793, 3.50816], [1.04551, -3.61386, 2.41407], [5.28029, -3.32573, 4.50035], [5.24260, -4.36206, 5.85912], [3.87827, -3.31330, 5.59413], [4.61317, -5.78330, 4.03849], [3.15377, -5.56806, 4.99551], [3.45828, -3.81128, 1.30099], [4.48365, -3.13549, 2.57119], [5.92598, -4.43899, 0.87294], [5.91475, -5.44027, 2.28335], [4.83008, -5.79603, 1.06124], [2.46041, -2.90347, 3.82546], [1.49891, -4.37768, 4.30669], [0.19734, -3.03033, 2.77212], [0.58222, -4.53585, 2.06279], [1.47949, -3.09778, 1.55767], [7.32583, 4.12112, 2.90955], [7.20012, 3.17967, 1.67146], [5.88373, 2.71243, 1.22215], [5.03036, 3.85560, 0.92340], [4.11895, 3.34242, -0.16681], [5.22044, 1.86065, 2.23066], [5.94484, 0.51180, 2.28230], [6.97773, 3.63491, 3.82088], [6.92023, 5.13032, 2.83801], [8.40509, 4.22227, 3.02384], [7.80429, 3.60049, 0.86773], [7.69272, 2.23552, 1.90385], [5.58354, 4.73948, 0.60586], [4.39411, 4.09046, 1.77671], [3.49747, 2.48691, 0.09771], [4.78269, 3.00402, -0.96244], [3.47003, 4.13001, -0.54980], [5.28516, 2.37246, 3.19085], [4.17416, 1.66504, 1.99586], [6.14954, 0.02774, 1.32737], [6.85001, 0.52176, 2.88949], [5.25303, -0.17284, 2.77296], [1.15390, 1.35620, -7.40107], [-0.03618, 1.61511, -6.41254], [-0.95670, 0.45489, -6.38931], [-2.33066, 0.77332, -5.94464], [-3.06556, 1.31744, -7.15048], [-0.42172, -0.62500, -5.55830], [-0.15976, -0.33759, -4.09755], [1.84229, 0.54859, -7.15213], [1.65922, 2.31896, -7.47763], [0.76175, 1.16671, -8.40027], [0.39303, 1.82721, -5.43331], [-0.50517, 2.50698, -6.82813], [-2.95038, 0.00809, -5.47724], [-2.34527, 1.49068, -5.12411], [-4.09962, 1.53100, -6.87988], [-2.67730, 2.31104, -7.37431], [-3.13194, 0.68805, -8.03793], [0.37335, -1.14486, -6.09280], [-1.19648, -1.38954, -5.61621], [0.15155, -1.17634, -3.47492], [-0.99066, 0.14240, -3.58053], [0.70623, 0.31389, -3.98037], [0.93618, 3.97412, 4.32137], [1.26355, 3.21042, 5.59922], [1.13936, 1.75804, 5.54572], [-0.24396, 1.34907, 5.08446], [-1.37142, 1.78941, 5.98286], [2.17445, 1.13279, 4.67132], [2.19668, -0.33755, 4.75742], [1.12767, 5.01700, 4.57404], [-0.14478, 3.92848, 4.18889], [1.54991, 3.75116, 3.44861], [2.28600, 3.51050, 5.82870], [0.62653, 3.51128, 6.43096], [-0.38068, 1.59753, 4.03200], [-0.25302, 0.26483, 5.19595], [-2.28876, 1.37000, 5.56969], [-1.21574, 1.54527, 7.03368], [-1.43601, 2.87572, 5.92065], [3.13673, 1.55225, 4.96486], [2.05222, 1.49904, 3.65199], [2.38859, -0.73700, 5.75327], [3.06248, -0.72751, 4.22224], [1.30379, -0.81038, 4.34844], [-7.60944, -2.30234, -2.08117], [-7.15598, -2.45036, -3.52222], [-5.92190, -1.76806, -3.97873], [-4.84253, -2.46483, -3.29774], [-3.47327, -1.85904, -3.47150], [-5.77290, -2.07000, -5.39348], [-6.69812, -1.29530, -6.28189], [-8.69183, -2.30453, -1.95255], [-7.36955, -1.31435, -1.68820], [-7.07197, -3.00412, -1.44340], [-7.24075, -3.49260, -3.82990], [-7.93273, -1.92160, -4.07464], [-4.94666, -2.48124, -2.21285], [-4.83184, -3.54589, -3.43663], [-3.59329, -0.77646, -3.51321], [-2.78276, -2.11816, -2.66892], [-3.06350, -2.16143, -4.43522], [-5.99418, -3.13636, -5.43825], [-4.79743, -1.92138, -5.85661], [-6.52281, -1.56990, -7.32205], [-6.66099, -0.22171, -6.09708], [-7.73435, -1.59484, -6.12500], [-1.14068, 3.52202, 1.19871], [-0.86695, 2.83396, -0.20171], [-0.67989, 3.85149, -1.27895], [-1.84375, 4.71039, -1.57639], [-3.10894, 3.92804, -1.90402], [-0.17934, 3.28729, -2.51302], [1.36872, 3.00852, -2.40200], [-2.13217, 3.97003, 1.26452], [-0.49730, 4.38423, 1.37407], [-1.10930, 2.79804, 2.01294], [0.00841, 2.18681, -0.14665], [-1.73180, 2.22988, -0.47602], [-1.61968, 5.43144, -2.36250], [-2.06064, 5.30064, -0.68608], [-2.99005, 3.36011, -2.82676], [-3.94795, 4.60783, -2.05249], [-3.40053, 3.24717, -1.10435], [-0.76156, 2.37540, -2.64560], [-0.37953, 3.95340, -3.35226], [1.96493, 3.88135, -2.13593], [1.69891, 2.17498, -1.78212], [1.68288, 2.59270, -3.35934], [-4.70714, 1.74117, 3.28498], [-3.60662, 1.02483, 2.47522], [-3.90195, -0.32022, 1.92343], [-4.96222, -0.44242, 0.89235], [-4.76464, 0.42352, -0.37096], [-4.14603, -1.33427, 2.93069], [-2.92534, -1.50511, 3.85319], [-5.02383, 1.28947, 4.22507], [-5.56427, 1.82903, 2.61737], [-4.48817, 2.76711, 3.58098], [-3.49024, 1.65443, 1.59308], [-2.64456, 1.06700, 2.98588], [-4.90033, -1.46365, 0.51640], [-5.92750, -0.25190, 1.36145], [-3.77175, 0.46820, -0.81848], [-5.50750, 0.22794, -1.14427], [-4.98833, 1.43984, -0.04667], [-4.23666, -2.31555, 2.46488], [-5.09487, -1.05099, 3.38626], [-2.72035, -0.58184, 4.39508], [-2.03781, -1.68140, 3.24548], [-2.97996, -2.37252, 4.51101]],
  "relative_energy_kcal_mol": 0.0,
  "total_charge": 0,
  "spin_multiplicity": 1,
  "smiles": "c1cc[nH]c1.c1cc[nH]c1.CCN(CC)CC.CCN(CC)CC.CCN(CC)CC.CCN(CC)CC.CCN(CC)CC.CCN(CC)CC.CCN(CC)CC",
  "orbital_gap_ev": 8.58
}

***

{
  "formula": "C18H28F3NO11S2",
  "method": "ωB97M-V/def2-TZVPD",
  "symbols": ["C", "C", "C", "C", "C", "C", "C", "C", "F", "C", "F", "F", "C", "O", "O", "C", "C", "C", "C", "N", "O", "H", "H", "H", "H", "H", "H", "H", "H", "H", "H", "H", "H", "H", "H", "H", "H", "H", "H", "H", "H", "C", "C", "O", "S", "O", "O", "O", "H", "H", "H", "H", "C", "C", "O", "S", "O", "O", "O", "H", "H", "H", "H"],
  "xyz": [[4.91607, -5.00214, -0.01241], [4.70630, -3.63039, 0.84845], [4.81771, -4.11026, 2.40538], [3.21739, -3.05211, 0.67570], [3.11873, -1.59658, 0.00533], [1.70131, -1.35841, -0.76841], [0.46433, -2.10001, -0.07653], [0.06736, -1.46149, 1.35181], [-0.23473, -2.25755, 2.50246], [-0.05102, 0.01301, 1.52405], [-0.59465, 0.89250, 0.55151], [0.43546, 0.52966, 2.75622], [3.21110, -0.38088, 1.07226], [3.08876, -0.64002, 2.31689], [3.38372, 0.93749, 0.65333], [4.25111, -1.51699, -1.13377], [5.72851, -1.92916, -0.65882], [6.45980, -2.67248, -1.87807], [6.53507, -0.52557, -0.45010], [5.79904, -2.63741, 0.65308], [5.94882, -1.82787, 1.67248], [4.05907, -5.20800, -0.73508], [4.94536, -5.89738, 0.71879], [5.90747, -5.02740, -0.57348], [4.39427, -3.32304, 3.11616], [5.89272, -4.40452, 2.68257], [4.10575, -5.02019, 2.47732], [2.64145, -3.76871, -0.03051], [2.63896, -3.10672, 1.67442], [1.51719, -0.21818, -0.69184], [1.81410, -1.59216, -1.88552], [-0.47748, -1.94352, -0.73465], [0.57728, -3.23460, 0.02187], [4.30903, -0.44592, -1.53592], [3.92102, -2.16998, -2.02890], [7.53488, -2.89358, -1.56410], [6.46148, -1.93649, -2.76914], [5.88731, -3.60427, -2.21237], [6.63743, -0.08829, -1.51772], [7.59778, -0.69541, -0.05990], [5.93444, 0.23944, 0.14776], [-3.35820, 2.42747, 0.33675], [-3.34821, 1.71664, -1.00495], [-4.71148, 1.71426, -1.43452], [-5.43889, 3.05667, -0.88672], [-5.43802, 4.03056, -1.93829], [-6.62897, 2.67303, -0.18549], [-4.31286, 3.48332, 0.19940], [-3.70026, 1.76105, 1.13325], [-2.37947, 2.83028, 0.59741], [-2.96566, 0.69900, -0.93333], [-2.76280, 2.27373, -1.74198], [-9.10244, 5.64162, 0.62960], [-9.09113, 4.92797, -0.71260], [-10.45450, 4.92485, -1.14198], [-11.18368, 6.26740, -0.59709], [-11.18186, 7.23988, -1.64962], [-12.37245, 5.88436, 0.10294], [-10.05709, 6.69578, 0.48885], [-9.44434, 4.97658, 1.42754], [-8.12378, 6.04592, 0.88981], [-8.70788, 3.91071, -0.63923], [-8.50569, 5.48448, -1.45036]],
  "s_squared": 0.754,
  "total_charge": -1,
  "spin_multiplicity": 2,
  "orbital_gap_ev": 6.58
}

***

{
  "formula": "C23H16BrFN5O5Pd",
  "method": "ωB97M-V/def2-TZVPD",
  "symbols": ["Pd", "C", "C", "N", "C", "C", "C", "C", "C", "C", "C", "C", "C", "N", "C", "H", "H", "H", "H", "H", "H", "H", "H", "O", "C", "C", "C", "N", "C", "Br", "C", "H", "H", "H", "H", "F", "C", "C", "N", "C", "C", "O", "O", "C", "O", "N", "C", "O", "H", "H", "H", "H"],
  "xyz": [[-0.25061, 0.68374, 0.37577], [-4.49764, -0.79039, 0.72291], [-3.28839, -0.37051, 0.16275], [-2.22738, -0.01273, 0.90492], [-2.39449, -0.05424, 2.24022], [-3.61664, -0.40261, 2.90893], [-4.68550, -0.83127, 2.09439], [-3.68167, -0.21938, 4.29887], [-2.61878, 0.29025, 5.04608], [-1.40254, 0.64458, 4.39788], [-0.29964, 1.13501, 5.07843], [0.88186, 1.33481, 4.39758], [0.91936, 1.05099, 3.02581], [-0.14399, 0.61615, 2.35103], [-1.27431, 0.38868, 3.01188], [-5.30963, -1.04904, 0.02759], [-3.14231, -0.30331, -0.91774], [-5.64629, -1.15425, 2.51010], [-4.62054, -0.43657, 4.79543], [-2.73292, 0.46385, 6.10893], [-0.38449, 1.32551, 6.13233], [1.78111, 1.70404, 4.92022], [1.82727, 1.14404, 2.44811], [3.44615, 3.13735, -2.18482], [3.29042, 2.12292, -1.30010], [4.34793, 1.59817, -0.53090], [3.96637, 0.66999, 0.41813], [2.69083, 0.29150, 0.64052], [1.70133, 0.89125, -0.00910], [-1.47489, 2.60630, -0.80728], [1.99615, 1.75470, -1.03690], [4.38671, 3.22926, -2.43995], [5.40520, 1.84850, -0.67073], [4.70121, 0.19252, 1.03805], [1.19870, 2.25813, -1.62951], [3.48124, 0.01488, -4.02169], [2.35511, -0.68151, -4.23487], [1.54420, -1.01446, -3.19681], [0.29856, -1.60859, -3.34418], [-0.56989, -1.71518, -2.15710], [0.05318, -2.22154, -0.79149], [0.39067, -3.40733, -0.73639], [0.12682, -1.43156, 0.24015], [-0.21891, -1.88670, -4.58605], [-1.32453, -2.42100, -4.77940], [0.61211, -1.47369, -5.64434], [1.94381, -1.00886, -5.61225], [2.66343, -0.91794, -6.59648], [1.86734, -0.97137, -2.18239], [-1.39451, -2.36618, -2.47440], [-0.99256, -0.74391, -1.89237], [0.31598, -1.90303, -6.51978]],
  "relative_energy_kcal_mol": 0.0,
  "total_charge": -1,
  "spin_multiplicity": 1,
  "orbital_gap_ev": 5.90
}

***

{
  "formula": "C23H49N3O31S7",
  "method": "ωB97M-V/def2-TZVPD",
  "symbols": ["C", "C", "O", "S", "O", "O", "O", "H", "H", "H", "H", "C", "C", "O", "S", "O", "O", "O", "H", "H", "H", "H", "C", "C", "O", "S", "O", "O", "O", "H", "H", "H", "H", "C", "C", "O", "S", "O", "O", "O", "H", "H", "H", "H", "C", "C", "O", "S", "O", "O", "O", "H", "H", "H", "H", "C", "C", "O", "S", "O", "O", "O", "H", "H", "H", "H", "C", "C", "O", "S", "O", "O", "O", "H", "H", "H", "H", "C", "O", "N", "C", "C", "H", "H", "H", "H", "H", "H", "H", "C", "O", "N", "C", "C", "H", "H", "H", "H", "H", "H", "H", "C", "O", "N", "C", "C", "H", "H", "H", "H", "H", "H", "H"],
  "xyz": [[-3.57483, -0.04427, 2.54760], [-3.83991, -0.33001, 4.01534], [-5.20250, -0.09595, 4.21994], [-6.05519, 0.19502, 2.79286], [-7.08982, 1.24612, 2.86470], [-6.39695, -1.11632, 2.16584], [-4.65683, 0.73775, 2.07213], [-3.39933, -0.98684, 2.02908], [-2.66919, 0.55298, 2.44170], [-3.26620, 0.42230, 4.55663], [-3.57222, -1.36601, 4.22307], [2.94433, -1.19994, -5.10807], [3.55388, -2.50119, -4.57004], [2.55428, -3.40369, -4.11522], [1.06343, -2.67723, -4.35647], [0.64842, -1.97241, -3.12947], [0.07648, -3.56078, -4.94518], [1.66472, -1.70273, -5.49771], [3.32506, -0.78124, -6.03963], [2.89765, -0.36247, -4.41196], [4.12850, -2.29463, -3.66714], [4.21100, -3.00818, -5.27663], [-2.15989, 3.42496, 2.56567], [-2.24659, 4.88529, 2.83135], [-2.48567, 4.95243, 4.19819], [-1.68669, 3.75708, 5.02412], [-2.64749, 3.16714, 5.96291], [-0.36913, 4.24667, 5.42220], [-1.48303, 2.83473, 3.63869], [-1.72109, 3.10587, 1.62030], [-3.17062, 3.02400, 2.64143], [-3.07080, 5.32776, 2.27189], [-1.31297, 5.41923, 2.65433], [5.50996, 0.81053, -0.48574], [4.96836, 2.22495, -0.95503], [4.74400, 1.84551, -2.35435], [5.95191, 0.87551, -2.95772], [7.13702, 1.71736, -3.17240], [5.45405, 0.05070, -4.05571], [6.05146, 0.09054, -1.52056], [4.59966, 0.26253, -0.24253], [6.15844, 0.95200, 0.37888], [5.81516, 2.90812, -0.88954], [4.04769, 2.62954, -0.53460], [-0.48500, 0.21531, -0.08481], [0.71852, 0.52685, 0.73080], [1.35657, 1.36403, -0.03193], [1.32668, 1.02869, -1.64110], [2.23946, -0.12102, -1.96979], [1.40799, 2.25087, -2.41382], [-0.21571, 0.54542, -1.47157], [-1.37870, 0.74168, 0.25035], [-0.66264, -0.86008, -0.07582], [1.36416, -0.31718, 0.97343], [0.43271, 1.03420, 1.65221], [-0.74901, 4.54787, -1.77977], [-1.94489, 5.51411, -2.11155], [-1.30031, 6.68393, -1.62903], [-0.24314, 6.49700, -0.34898], [-0.84857, 6.92965, 0.91220], [1.10335, 7.00158, -0.65814], [-0.24103, 4.85697, -0.50802], [0.14207, 4.58926, -2.40616], [-1.01932, 3.49385, -1.71591], [-2.84150, 5.30070, -1.52961], [-2.19088, 5.69967, -3.15710], [1.87834, 2.00097, 4.13714], [2.84566, 1.68171, 5.29387], [3.99968, 1.08303, 4.66939], [4.05841, 1.25091, 3.05305], [4.48395, -0.01774, 2.43764], [4.76660, 2.44325, 2.59595], [2.41640, 1.38859, 2.93151], [1.67952, 3.05857, 3.96379], [0.91002, 1.51612, 4.26118], [2.50634, 0.87236, 5.94034], [3.10818, 2.48402, 5.98342], [2.62095, -2.82931, 0.24426], [1.55721, -3.02110, 0.91313], [3.76400, -3.43187, 0.57315], [4.91466, -3.04465, -0.14666], [3.87737, -4.43616, 1.64469], [2.66386, -2.16652, -0.63386], [4.95849, -2.07432, -0.64126], [5.28696, -3.95060, -0.62494], [5.69195, -2.90286, 0.60422], [4.36684, -3.99605, 2.51349], [2.91170, -4.78244, 2.01300], [4.31679, -5.41975, 1.47869], [-1.37393, -3.54464, -0.82980], [-1.01109, -3.50381, 0.34367], [-1.97890, -4.57972, -1.49806], [-2.18500, -5.83741, -0.83352], [-2.37528, -4.45215, -2.86803], [-1.22156, -2.67272, -1.48457], [-1.87164, -5.83736, 0.21047], [-1.58312, -6.70419, -1.10653], [-3.23564, -6.10630, -0.94283], [-2.89153, -3.51076, -3.05616], [-1.56825, -4.70604, -3.55530], [-3.14772, -5.18380, -3.10496], [-4.50717, -1.00395, -0.92334], [-3.38884, -0.63153, -1.33303], [-5.42166, -1.62364, -1.65321], [-6.62481, -2.17580, -0.92246], [-5.31857, -1.78727, -3.08225], [-4.68647, -1.04752, 0.16208], [-6.22931, -3.15731, -0.66106], [-7.48239, -2.22983, -1.59309], [-6.90240, -1.64661, -0.01086], [-5.73993, -2.76596, -3.31191], [-5.96130, -1.07216, -3.59568], [-4.27678, -1.71178, -3.39380]],
  "s_squared": 0.770,
  "total_charge": 1,
  "spin_multiplicity": 2,
  "orbital_gap_ev": [9.64, 3.83]
}